(1)
Computed, not measured: C38H42CsN7O2S2 as an isolated structure, with the ωB97M-V functional and the def2-TZVPD basis.

Geometry (Å):
1 Cs -0.30 -0.29 0.69
2 C 2.74 -0.01 -1.38
3 N 2.29 -1.39 -1.35
4 C 1.86 -1.79 -2.68
5 C 1.12 -3.13 -2.81
6 N 0.00 -3.31 -1.91
7 C -1.00 -2.28 -2.14
8 C -0.40 -4.64 -1.67
9 C 0.63 -5.55 -1.38
10 C 0.43 -6.92 -1.24
11 C -0.86 -7.43 -1.33
12 C -1.90 -6.54 -1.50
13 C -1.72 -5.16 -1.66
14 S -3.23 -4.31 -1.81
15 C 3.23 -2.22 -0.67
16 C 4.00 -3.16 -1.34
17 C 4.96 -3.93 -0.68
18 C 5.16 -3.74 0.67
19 C 4.41 -2.81 1.35
20 C 3.43 -2.04 0.72
21 S 2.58 -0.89 1.67
22 H 3.52 0.16 -2.14
23 H 3.16 0.25 -0.41
24 H 1.91 0.67 -1.59
25 H 2.72 -1.82 -3.39
26 H 1.19 -1.00 -3.03
27 H 1.83 -3.95 -2.66
28 H 0.78 -3.19 -3.86
29 H -1.21 -2.17 -3.22
30 H -0.64 -1.33 -1.75
31 H -1.92 -2.54 -1.64
32 H 1.63 -5.19 -1.25
33 H 1.27 -7.57 -1.05
34 H -1.05 -8.49 -1.24
35 H -2.91 -6.91 -1.53
36 H 3.88 -3.31 -2.40
37 H 5.54 -4.65 -1.24
38 H 5.92 -4.32 1.19
39 H 4.56 -2.65 2.41
40 C 3.72 9.41 0.03
41 O 3.33 8.24 -0.62
42 C 1.97 7.97 -0.73
43 C 1.63 6.76 -1.32
44 C 0.32 6.39 -1.46
45 C -0.73 7.23 -1.03
46 C -0.37 8.47 -0.47
47 C 0.96 8.83 -0.31
48 N -2.02 7.01 -1.39
49 N -2.57 5.86 -1.47
50 C -2.21 4.78 -0.75
51 C -1.64 4.80 0.54
52 C -1.53 3.67 1.31
53 C -1.86 2.37 0.83
54 O -1.84 1.36 1.57
55 C -2.23 2.31 -0.58
56 N -2.28 1.10 -1.15
57 C -2.62 1.01 -2.42
58 C -2.98 2.11 -3.21
59 C -2.92 3.36 -2.64
60 C -2.50 3.49 -1.31
61 H 4.82 9.38 0.04
62 H 3.36 9.46 1.06
63 H 3.39 10.31 -0.51
64 H 2.42 6.11 -1.68
65 H 0.07 5.45 -1.93
66 H -1.15 9.14 -0.16
67 H 1.18 9.79 0.14
68 H -1.38 5.76 0.97
69 H -1.19 3.75 2.34
70 H -2.62 0.01 -2.84
71 H -3.27 1.97 -4.24
72 H -3.17 4.25 -3.20
73 C -2.98 -1.83 2.76
74 C -3.61 -2.34 4.07
75 N -2.61 -3.05 4.87
76 C -2.08 -4.17 4.08
77 C -1.43 -3.63 2.77
78 N -1.57 -2.18 2.72
79 C -0.89 -1.59 3.87
80 C -1.51 -2.14 5.18
81 H -3.06 -0.74 2.67
82 H -3.46 -2.28 1.89
83 H -4.43 -3.04 3.88
84 H -3.99 -1.52 4.69
85 H -2.91 -4.85 3.87
86 H -1.35 -4.70 4.70
87 H -1.92 -4.06 1.89
88 H -0.37 -3.89 2.73
89 H -1.01 -0.51 3.81
90 H 0.17 -1.83 3.81
91 H -1.92 -1.33 5.80
92 H -0.78 -2.69 5.77

net charge = -2
HOMO-LUMO gap = 4.58 eV
electronic energy = -76830.791 eV
relative energy (zero: lowest compared OMol25 entry of this formula, charge and spin) = 1.792 eV
HOMO energy = -1.118 eV

(2)
Computed, not measured: a 3-piece molecular cluster, C2H10O2S overall, with the ωB97M-V functional and the def2-TZVPD basis.

Geometry (Å):
1 C -0.01 -0.48 1.94
2 C 1.38 0.06 1.65
3 S 1.58 0.90 0.03
4 H -0.48 -0.82 1.01
5 H -0.69 0.29 2.33
6 H 0.02 -1.32 2.62
7 H 1.73 0.78 2.39
8 H 2.07 -0.79 1.76
9 H 0.60 0.42 -0.78
10 H -4.64 -2.30 0.93
11 H -3.20 -2.84 0.78
12 O -3.69 -2.04 0.95
13 H 0.84 1.14 -3.50
14 H 0.35 0.79 -4.81
15 O 0.01 1.15 -3.99

HOMO-LUMO gap = 9.68 eV
electronic energy = -17165.936 eV
relative energy (zero: lowest compared OMol25 entry of this formula, charge and spin) = 0.558 eV
SMILES = CCS.O.O
HOMO energy = -8.961 eV